--- one ---
A single C4H7NO molecule. Source: the OMol25 dataset; level of theory: ωB97M-V with the def2-TZVPD basis set.

Geometry as XYZ:
```
13
Properties=species:S:1:pos:R:3
O 2.59 -0.56 -0.48
N 1.87 0.62 -0.12
C 0.63 0.37 -0.10
C -0.19 -0.89 -0.27
C -1.44 -0.06 0.15
C -0.57 1.23 0.22
H 2.62 -1.08 0.34
H -0.19 -1.28 -1.29
H 0.10 -1.70 0.41
H -2.24 -0.03 -0.60
H -1.86 -0.36 1.11
H -0.79 1.98 -0.55
H -0.53 1.73 1.19
```

Summary:
- SMILES: ON=C1CCC1
- Total charge: 0

Results of the Löwdin charge analysis, in e, for atoms 1 through 2: atom 1 (O): -0.092, atom 2 (N): 0.046


--- two ---
A single C4H7NO molecule. Source: the OMol25 dataset; level of theory: ωB97M-V with the def2-TZVPD basis set.

Geometry as XYZ:
```
13
Properties=species:S:1:pos:R:3
C -0.57 -1.46 0.88
C -0.31 1.25 -1.45
O -0.29 1.45 -0.17
C 0.72 0.81 0.56
C 0.54 -0.74 0.14
N 0.96 -1.07 -0.96
H -0.74 -1.14 1.91
H -1.47 -1.20 0.31
H -0.45 -2.54 0.85
H -1.28 1.40 -1.90
H 0.59 1.04 -2.01
H 0.57 1.08 1.61
H 1.72 1.11 0.22
```

Summary:
- Total charge: 0

Results of the Löwdin charge analysis, in e, for atoms 1 through 2: atom 1 (C): -0.042, atom 2 (C): -0.068


--- three ---
A single C4H7NO molecule. Source: the OMol25 dataset; level of theory: ωB97M-V with the def2-TZVPD basis set.

Geometry as XYZ:
```
13
Properties=species:S:1:pos:R:3
C -2.15 -0.56 0.75
C -0.74 -0.58 0.29
C 1.01 0.44 -0.79
N -0.12 0.51 0.10
C 2.32 0.82 -0.13
O 3.32 0.16 -0.25
H -2.35 -1.09 1.68
H -2.73 -1.05 -0.05
H -2.46 0.48 0.82
H -0.31 -1.55 -0.04
H 1.13 -0.53 -1.28
H 0.78 1.19 -1.56
H 2.29 1.76 0.46
```

Summary:
- SMILES: C/C=N/CC=O
- Total charge: 0

Results of the Löwdin charge analysis, in e, for atoms 1 through 2: atom 1 (C): -0.077, atom 2 (C): -0.234


--- four ---
A molecular structure, C4H7NO. Source: the OMol25 dataset; level of theory: ωB97M-V with the def2-TZVPD basis set.

Geometry as XYZ:
```
13
Properties=species:S:1:pos:R:3
C 2.64 -0.26 0.46
C 1.16 -0.20 0.34
O 0.42 0.83 0.44
C 0.06 -1.00 0.26
C -2.88 0.34 -0.31
N -2.24 0.90 -1.25
H 3.08 0.17 -0.45
H 2.97 -1.30 0.56
H 2.96 0.34 1.32
H -0.42 -1.13 -0.71
H -2.51 0.24 0.72
H -3.87 -0.08 -0.51
H -1.34 1.24 -0.89
```

Summary:
- Total charge: 0

Results of the Löwdin charge analysis, in e, for atoms 1 through 2: atom 1 (C): 0.006, atom 2 (C): -0.540


Energy comparison, zero being the most stable, in kJ/mol: one 142.2; two 316.0; three 0.0; four 345.3.


--- one ---
A single C4H7NO molecule. Source: the OMol25 dataset; level of theory: ωB97M-V with the def2-TZVPD basis set.

Geometry as XYZ:
```
13
Properties=species:S:1:pos:R:3
C -0.36 -1.83 -0.37
C 0.58 -0.69 -0.04
C -0.23 0.47 0.49
O 0.76 2.76 -0.10
C -0.12 1.75 -0.08
N -1.21 1.34 -0.51
H 0.15 -2.70 -0.79
H -0.90 -2.13 0.54
H -1.10 -1.45 -1.08
H 1.17 -0.38 -0.91
H 1.31 -0.99 0.73
H -0.54 0.40 1.53
H 0.48 3.37 0.59
```

Summary:
- SMILES: CC[C@@H]1N=C1O
- Total charge: 0

Results of the Löwdin charge analysis, in e, for atoms 1 through 2: atom 1 (C): -0.116, atom 2 (C): -0.245


--- two ---
A single C4H7NO molecule. Source: the OMol25 dataset; level of theory: ωB97M-V with the def2-TZVPD basis set.

Geometry as XYZ:
```
13
Properties=species:S:1:pos:R:3
C 1.18 0.10 1.19
C 0.51 -0.17 -0.15
C -0.89 -0.76 -0.02
O -1.59 -0.29 -1.19
C -0.92 0.86 -1.44
N 0.21 1.07 -0.90
H 2.09 0.69 1.03
H 1.45 -0.82 1.72
H 0.52 0.69 1.84
H 1.19 -0.77 -0.78
H -1.32 -0.27 0.84
H -1.01 -1.85 0.01
H -1.42 1.52 -2.15
```

Summary:
- SMILES: C[C@H]1COC=N1
- Total charge: 0

Results of the Löwdin charge analysis, in e, for atoms 1 through 2: atom 1 (C): -0.067, atom 2 (C): -0.381


Energy comparison, zero being the most stable, in kJ/mol: one 172.4; two 0.0.


--- one ---
A molecular structure, C4H7NO. Source: the OMol25 dataset; level of theory: ωB97M-V with the def2-TZVPD basis set.

Geometry as XYZ:
```
13
Properties=species:S:1:pos:R:3
C -1.78 -0.05 0.08
C -0.33 0.05 0.48
N 0.67 -0.52 -0.51
C 1.74 0.29 0.14
C 0.54 1.31 0.09
O 0.40 0.63 -1.38
H -2.17 -1.08 0.18
H -1.93 0.29 -0.95
H -2.37 0.59 0.74
H -0.16 -0.36 1.48
H 0.73 -1.50 -0.88
H 2.57 0.47 -0.56
H 2.08 -0.11 1.10
```

Summary:
- Total charge: 0

Results of the Löwdin charge analysis, in e, for atoms 1 through 2: atom 1 (C): -0.056, atom 2 (C): -0.318


--- two ---
A single C4H7NO molecule. Source: the OMol25 dataset; level of theory: ωB97M-V with the def2-TZVPD basis set.

Geometry as XYZ:
```
13
Properties=species:S:1:pos:R:3
C 0.97 -1.81 -0.16
N 0.72 -1.27 1.16
C -0.38 -1.26 0.17
C -0.87 -0.02 -0.46
C -0.63 2.24 -0.27
O -0.02 0.94 -0.20
H 1.58 -1.24 -0.86
H 1.07 -2.89 -0.20
H 1.09 -0.32 1.21
H -1.18 -1.96 0.38
H -1.62 2.09 -0.71
H -0.02 2.94 -0.84
H -0.72 2.56 0.77
```

Summary:
- Total charge: 0

Results of the Löwdin charge analysis, in e, for atoms 1 through 2: atom 1 (C): -0.140, atom 2 (N): 0.029


--- three ---
A single C4H7NO molecule. Source: the OMol25 dataset; level of theory: ωB97M-V with the def2-TZVPD basis set.

Geometry as XYZ:
```
13
Properties=species:S:1:pos:R:3
C -0.29 1.88 -0.53
C -0.40 0.72 0.41
O -1.26 0.68 1.27
N 0.59 -0.26 0.34
C 0.62 -1.40 -0.57
C 0.12 -1.53 0.83
H -1.29 2.09 -0.92
H 0.03 2.74 0.06
H 0.42 1.70 -1.34
H 1.64 -1.72 -0.76
H -0.02 -1.45 -1.45
H 0.76 -2.04 1.54
H -0.93 -1.40 1.12
```

Summary:
- SMILES: CC(=O)N1CC1
- Total charge: 0

Results of the Löwdin charge analysis, in e, for atoms 1 through 2: atom 1 (C): 0.002, atom 2 (C): -0.513


--- four ---
A molecular structure, C4H7NO. Source: the OMol25 dataset; level of theory: ωB97M-V with the def2-TZVPD basis set.

Geometry as XYZ:
```
13
Properties=species:S:1:pos:R:3
C 1.05 0.95 -0.67
C 0.06 0.06 -1.13
C -0.41 -0.80 1.34
C -1.19 0.03 -0.61
N 0.78 -0.27 1.63
O 0.50 -1.74 1.25
H 2.12 0.84 -1.16
H 0.73 1.83 -0.21
H 0.19 -0.56 -2.00
H -1.29 -0.76 1.96
H -1.65 0.73 0.17
H -2.01 -0.54 -1.12
H 1.13 0.22 0.55
```

Summary:
- Total charge: 0

Results of the Löwdin charge analysis, in e, for atoms 1 through 2: atom 1 (C): -0.079, atom 2 (C): -0.279


Energy comparison, zero being the most stable, in kJ/mol: one 551.0; two 277.8; three 0.0; four 523.0.


--- one ---
A molecular structure, C4H7NO. Source: the OMol25 dataset; level of theory: ωB97M-V with the def2-TZVPD basis set.

Geometry as XYZ:
```
13
Properties=species:S:1:pos:R:3
C 0.57 -0.78 1.93
C -0.02 -0.61 0.77
C -0.21 0.83 -1.27
C -0.78 0.47 0.16
N 0.73 -2.14 1.71
O 0.16 -2.00 0.41
H 0.74 -0.13 2.81
H 0.36 1.76 -1.35
H -1.01 1.10 -1.87
H 0.36 0.05 -1.66
H -1.77 0.22 0.06
H -0.70 1.26 0.94
H 1.51 -2.68 1.76
```

Summary:
- Total charge: 0

Results of the Löwdin charge analysis, in e, for atoms 1 through 2: atom 1 (C): -0.085, atom 2 (C): -0.304


--- two ---
A single C4H7NO molecule. Source: the OMol25 dataset; level of theory: ωB97M-V with the def2-TZVPD basis set.

Geometry as XYZ:
```
13
Properties=species:S:1:pos:R:3
C 1.43 -0.62 0.08
C 0.06 0.02 0.09
C -0.12 1.40 0.64
N -0.28 0.85 -1.07
C -1.08 -0.91 0.38
O -2.19 -0.80 -0.10
H 1.46 -1.50 -0.58
H 2.17 0.10 -0.26
H 1.70 -0.93 1.09
H -1.19 1.52 0.88
H 0.18 1.77 -0.99
H -1.27 0.82 -1.29
H -0.86 -1.70 1.13
```

Summary:
- Total charge: 0

Results of the Löwdin charge analysis, in e, for atoms 1 through 2: atom 1 (C): -0.035, atom 2 (C): -0.627


--- three ---
A single C4H7NO molecule. Source: the OMol25 dataset; level of theory: ωB97M-V with the def2-TZVPD basis set.

Geometry as XYZ:
```
13
Properties=species:S:1:pos:R:3
C 1.60 1.13 0.15
N 0.32 -0.78 -0.62
C 0.33 0.68 -0.57
C -0.62 -1.48 -0.14
C -1.89 -1.04 0.53
O -2.66 -1.86 0.97
H 1.72 2.21 0.07
H 2.47 0.64 -0.28
H 1.55 0.87 1.22
H -0.55 1.13 -0.11
H 0.37 1.02 -1.61
H -0.54 -2.56 -0.21
H -2.11 0.04 0.61
```

Summary:
- SMILES: CC/N=C\C=O
- Total charge: 0

Results of the Löwdin charge analysis, in e, for atoms 1 through 2: atom 1 (C): -0.098, atom 2 (N): 0.043


Energy comparison, zero being the most stable, in kJ/mol: one 271.1; two 260.0; three 0.0.


--- one ---
A single C4H7NO molecule. Source: the OMol25 dataset; level of theory: ωB97M-V with the def2-TZVPD basis set.

Geometry as XYZ:
```
13
Properties=species:S:1:pos:R:3
C -1.37 -0.75 0.34
C -0.34 -0.04 -0.54
C 0.30 1.22 0.06
O 1.54 0.75 0.60
C 1.75 -0.42 -0.04
N 0.82 -0.93 -0.74
H -1.68 -1.68 -0.16
H -2.26 -0.14 0.50
H -0.95 -1.02 1.31
H -0.81 0.20 -1.50
H -0.29 1.73 0.83
H 0.55 1.94 -0.74
H 2.74 -0.86 0.09
```

Summary:
- SMILES: C[C@H]1COC=N1
- Total charge: 0

Results of the Löwdin charge analysis, in e, for atoms 1 through 2: atom 1 (C): -0.064, atom 2 (C): -0.375


--- two ---
A single C4H7NO molecule. Source: the OMol25 dataset; level of theory: ωB97M-V with the def2-TZVPD basis set.

Geometry as XYZ:
```
13
Properties=species:S:1:pos:R:3
O 2.12 -1.91 -0.27
C 1.52 -0.89 -0.48
N 1.23 0.07 0.48
C 0.03 0.79 0.29
C -1.36 0.41 0.71
C -0.99 -0.13 -0.61
H 1.10 -0.62 -1.47
H 2.02 0.43 1.01
H 0.19 1.89 0.38
H -1.53 -0.26 1.54
H -2.01 1.26 0.63
H -1.38 0.22 -1.56
H -0.94 -1.24 -0.64
```

Summary:
- SMILES: O=CNC1CC1
- Total charge: 0

Results of the Löwdin charge analysis, in e, for atoms 1 through 2: atom 1 (O): 0.043, atom 2 (C): -0.378


--- three ---
A molecular structure, C4H7NO. Source: the OMol25 dataset; level of theory: ωB97M-V with the def2-TZVPD basis set.

Geometry as XYZ:
```
13
Properties=species:S:1:pos:R:3
C 2.66 -0.27 0.45
C 1.15 -0.20 0.36
O 0.41 0.83 0.44
C 0.05 -1.04 0.27
C -2.91 0.34 -0.31
N -2.27 0.90 -1.25
H 3.11 0.17 -0.44
H 3.00 -1.30 0.56
H 2.99 0.31 1.32
H -0.41 -1.16 -0.72
H -2.52 0.25 0.72
H -3.89 -0.09 -0.51
H -1.37 1.25 -0.90
```

Summary:
- Total charge: 0

Results of the Löwdin charge analysis, in e, for atoms 1 through 2: atom 1 (C): 0.006, atom 2 (C): -0.523


Energy comparison, zero being the most stable, in kJ/mol: one 0.0; two 167.0; three 420.0.


--- one ---
A molecular structure, C4H7NO. Source: the OMol25 dataset; level of theory: ωB97M-V with the def2-TZVPD basis set.

Geometry as XYZ:
```
13
Properties=species:S:1:pos:R:3
C -0.33 -1.89 0.97
N -1.31 -1.06 -0.18
C -0.62 -0.04 -0.38
C -0.36 1.35 -1.05
C 0.93 1.29 -0.22
O 0.56 0.04 0.29
H 0.68 -1.64 1.39
H -0.21 -2.81 0.42
H -1.01 -1.87 1.80
H -1.04 2.16 -0.77
H -0.20 1.36 -2.13
H 1.87 1.15 -0.75
H 1.03 1.96 0.63
```

Summary:
- Total charge: 0

Results of the Löwdin charge analysis, in e, for atoms 1 through 2: atom 1 (C): -0.028, atom 2 (N): 0.110


--- two ---
A molecular structure, C4H7NO. Source: the OMol25 dataset; level of theory: ωB97M-V with the def2-TZVPD basis set.

Geometry as XYZ:
```
13
Properties=species:S:1:pos:R:3
C -0.23 -0.37 1.38
C -0.64 0.54 0.20
C 0.70 0.85 -0.49
N 0.72 -0.56 -0.95
C -0.74 -0.60 -0.80
O -1.56 -1.34 -1.25
H 0.27 0.21 2.17
H -1.16 -0.79 1.84
H 0.66 -1.02 0.55
H -1.41 1.32 0.25
H 1.51 1.16 0.18
H 0.61 1.50 -1.36
H 1.28 -0.90 -1.71
```

Summary:
- Total charge: 0

Results of the Löwdin charge analysis, in e, for atoms 1 through 2: atom 1 (C): -0.089, atom 2 (C): -0.246


Energy comparison, zero being the most stable, in kJ/mol: one 51.9; two 0.0.